No. 1
{
  "formula": "C5H14O",
  "method": "the ωB97M-V functional and the def2-TZVPD basis",
  "orbital_gap_ha": 0.4190,
  "smiles": "CCC.CCO",
  "de_lowest_ev": 2.450,
  "energy_ha": -274.052025,
  "e_homo_ev": -10.482,
  "symbols": ["C", "C", "C", "H", "H", "H", "H", "H", "H", "H", "H", "C", "C", "O", "H", "H", "H", "H", "H", "H"],
  "positions_angstrom": [[-0.8412, -1.0631, -1.4017], [-1.2907, -2.0356, -0.2652], [0.2659, -1.8502, -2.1098], [-0.4551, -0.2155, -0.8721], [-1.5491, -0.8241, -2.1273], [-1.6363, -1.5403, 0.6575], [-2.0940, -2.6996, -0.6548], [-0.1449, -2.6874, -2.6923], [1.1694, -2.2030, -1.5719], [-0.6556, -2.6853, 0.3179], [0.7087, -1.1660, -2.8540], [0.0634, 1.6177, 1.0725], [1.3598, 1.3489, 0.2827], [0.1950, 2.1382, 2.4423], [-0.5445, 2.3636, 0.5218], [-0.4382, 0.6306, 0.9276], [1.5045, 0.1993, 0.0185], [0.9967, 2.0128, 2.7838], [2.2768, 1.6108, 0.8973], [1.7632, 1.9409, -0.5204]],
  "atomic_forces_ev_per_a": [[2.738, -3.168, 2.919], [-2.526, 0.281, 0.480], [1.114, 1.025, -1.700], [0.224, 0.779, -0.446], [-1.581, 0.464, -0.692], [-0.923, 0.556, -0.676], [0.300, 0.404, 0.488], [0.050, 0.108, 0.351], [-0.957, 0.160, 0.416], [1.546, -0.383, -1.103], [-0.061, -0.288, -0.164], [0.167, 0.410, -0.902], [2.871, -1.911, 1.472], [-5.511, 0.016, -3.751], [0.221, -0.372, 0.519], [-0.249, 0.846, 1.323], [-0.338, 2.505, 0.464], [5.169, -1.109, 1.786], [-0.966, -0.761, 0.326], [-1.290, 0.438, -1.110]],
  "lowdin_charge": [-0.265, -0.130, -0.147, 0.038, 0.083, 0.056, 0.076, 0.073, 0.077, 0.059, 0.064, -0.261, -0.110, -0.035, 0.116, 0.080, 0.104, -0.010, 0.078, 0.053]
}

=====

No. 2
{
  "formula": "C5H14O",
  "method": "the ωB97M-V functional and the def2-TZVPD basis",
  "orbital_gap_ha": 0.4093,
  "smiles": "CC(C)O.CC",
  "de_lowest_ev": 0.973,
  "energy_ha": -274.106313,
  "e_homo_ev": -10.263,
  "symbols": ["C", "C", "C", "O", "H", "H", "H", "H", "H", "H", "H", "H", "C", "C", "H", "H", "H", "H", "H", "H"],
  "positions_angstrom": [[-0.1318, -0.4781, -1.4737], [0.2339, 0.3505, -2.6973], [-1.5761, -0.9137, -1.4047], [0.7013, -1.6707, -1.4605], [0.1906, 0.0373, -0.5577], [1.3031, 0.5883, -2.7055], [-2.2585, -0.1639, -1.8155], [-1.7514, -1.8578, -1.9513], [-1.8695, -1.1676, -0.3878], [1.5345, -1.3597, -1.1331], [-0.4923, 1.0815, -2.9770], [0.2769, -0.4375, -3.4693], [0.0598, 0.3441, 3.2427], [0.9472, 1.1506, 2.3020], [0.6112, -0.4166, 3.7955], [-0.4930, 0.9464, 3.9567], [-0.7018, -0.2433, 2.7130], [2.0408, 1.0947, 2.3316], [0.7006, 2.2133, 2.4238], [0.6744, 0.9022, 1.2679]],
  "atomic_forces_ev_per_a": [[0.932, -0.087, 0.592], [0.748, -2.544, -0.563], [-0.409, -0.591, -0.162], [-0.958, 0.140, -0.289], [-0.650, 0.299, -0.123], [-0.358, 0.950, 0.410], [0.106, -0.022, 0.187], [0.353, 0.478, -0.142], [-0.001, 0.265, 0.146], [0.828, -0.106, 0.208], [-0.025, 0.837, -0.042], [-0.583, 0.360, -0.263], [0.085, -1.044, 0.209], [-0.577, 0.858, -0.906], [0.122, 0.126, 0.179], [0.170, 0.199, 0.122], [0.170, 0.300, -0.157], [-0.275, -0.436, 0.588], [0.162, -0.134, -0.161], [0.160, 0.152, 0.167]],
  "lowdin_charge": [-0.486, -0.054, -0.052, -0.061, 0.103, 0.080, 0.078, 0.091, 0.071, 0.068, 0.068, 0.088, -0.167, -0.163, 0.059, 0.057, 0.059, 0.066, 0.064, 0.030]
}